1.
19
Properties=species:S:1:pos:R:3:forces:R:3 method="wB97M-V/def2-TZVPD" e_above_lowest_kcal_mol=1.49 total_energy_ev=-33595.6566 multiplicity=1 homo_ev=-9.0 smiles="NC(=S)C(O)(O)CS.C=O" lumo_ev=0.466 gap_ha=0.3476
N 0.973253 0.202779 -1.379132 -0.085 -0.056 -0.005
C 0.561135 0.545361 -0.175737 -2.489 -1.235 -0.633
S 1.507848 0.914563 1.103571 -0.133 0.634 0.505
C -1.101840 0.624948 -0.054712 -0.454 -0.059 0.045
O -1.353572 1.567319 -1.075596 0.126 0.271 -0.288
O -1.399108 1.127017 1.198351 -0.179 -0.028 -0.096
C -2.279049 -0.560398 -0.267719 2.864 1.066 0.729
S -2.036152 -1.935952 0.871289 -0.073 -0.280 -0.296
H 1.948587 -0.047396 -1.524719 -0.114 0.143 0.003
H 0.300963 -0.092225 -2.070745 0.005 0.115 0.052
H -2.175625 2.028637 -0.879953 -0.094 -0.035 0.107
H -0.584911 1.491263 1.597356 0.011 -0.101 -0.035
H -3.204334 -0.039567 -0.038023 0.002 0.094 -0.189
H -2.256203 -0.930174 -1.287443 -0.052 -0.003 -0.033
H -2.156534 -1.196607 1.970420 0.008 0.130 0.204
C 3.289419 -0.899126 0.512939 0.488 -0.243 0.110
O 3.038957 -1.219419 -0.627513 0.227 -0.345 -0.095
H 2.878174 -1.440607 1.376427 -0.029 -0.103 -0.044
H 4.048986 -0.140416 0.750938 -0.031 0.034 -0.042

***

2.
19
Properties=species:S:1:pos:R:3:forces:R:3 method="wB97M-V/def2-TZVPD" e_above_lowest_kcal_mol=0.00 total_energy_ev=-35533.8048 multiplicity=1 homo_ev=-9.0 smiles="Cn1c(=O)n2n(c1=O)CSSC2" lumo_ev=0.650 gap_ha=0.3538
C 0.535175 2.155072 -2.048270 0.977 0.514 1.733
N 0.173620 1.158309 -0.970476 -0.195 1.397 -2.047
C -0.270380 -0.089251 -1.276719 -1.532 -2.166 -1.538
O -0.704715 -0.548562 -2.342493 0.946 1.327 1.558
N -0.224410 -0.824156 -0.109879 -1.312 -2.043 -0.155
N 0.137900 -0.016793 0.962308 0.322 2.306 -1.777
C 0.508633 1.263281 0.342401 -0.364 -2.050 2.467
O 0.977677 2.164049 0.961288 0.555 1.024 0.033
C 0.613349 -0.597749 2.170723 0.885 -1.209 0.529
S -0.715125 -1.635291 2.848448 0.108 0.899 1.626
S -0.752906 -3.009876 1.431322 0.379 -0.591 -0.759
C -1.259728 -1.873298 0.099440 0.444 -1.353 0.411
H 0.092737 1.993030 -3.011243 -0.898 -0.531 0.039
H 0.411984 3.233237 -1.729216 -0.064 -1.511 -0.042
H 1.586681 1.948099 -2.187271 0.466 0.471 -0.212
H 1.567618 -1.198426 2.241931 -0.876 0.168 -1.269
H 0.868673 0.139965 2.887698 -0.455 1.308 0.536
H -2.292636 -1.638085 0.441337 0.765 0.875 -0.812
H -1.254150 -2.623556 -0.711330 -0.149 1.168 -0.319

***

3.
44
Properties=species:S:1:pos:R:3:forces:R:3 method="wB97M-V/def2-TZVPD" total_energy_ev=-165670.9676 multiplicity=1 homo_ev=-6.3 lumo_ev=-0.622 gap_ha=0.2102
Tl 0.777702 -1.042069 1.973157 -0.281 0.404 0.107
Se 2.992596 -3.685326 1.186185 0.091 -0.127 0.032
Se 1.438203 -3.868122 -0.549403 0.145 -0.028 -0.144
C -0.163275 -4.168573 0.464980 -0.113 0.200 0.341
C -0.941002 -5.273969 0.141491 0.145 0.032 -0.128
C -2.089770 -5.509916 0.872743 -0.039 0.112 0.092
C -2.421263 -4.633135 1.896761 -0.093 -0.222 -0.042
C -1.595888 -3.553471 2.132529 0.221 0.332 -0.045
N -0.486362 -3.312545 1.430797 -0.040 -0.554 -0.192
C 3.802499 -2.022041 0.639418 -0.268 0.313 -0.098
C 5.165496 -1.969115 0.385190 0.013 -0.125 0.074
C 5.694101 -0.784193 -0.098504 -0.085 0.126 -0.012
C 4.845162 0.289933 -0.324225 0.209 -0.039 -0.021
C 3.507687 0.153752 -0.002185 -0.252 -0.019 0.097
N 2.995630 -0.973877 0.489219 0.409 -0.278 -0.149
H -0.627496 -5.924854 -0.662669 -0.024 -0.072 0.052
H -2.707211 -6.372494 0.661285 -0.019 0.012 -0.025
H -3.300214 -4.792156 2.505236 -0.012 0.048 -0.013
H -1.823308 -2.819293 2.897897 -0.049 -0.069 0.047
H 5.788095 -2.836523 0.554782 -0.026 -0.031 -0.075
H 6.750685 -0.704930 -0.317251 0.005 -0.019 -0.001
H 5.217283 1.215073 -0.741455 -0.030 0.023 0.040
H 2.803184 0.968866 -0.129206 0.002 -0.003 -0.040
C -2.588297 5.721915 -0.974583 0.036 -0.065 -0.046
C -2.101763 4.304050 -0.836690 -0.013 0.002 0.025
C -2.206448 3.618378 0.362904 0.014 0.058 -0.069
C -1.808643 2.290030 0.490585 0.015 -0.063 0.046
C -1.961165 1.634459 1.834611 -0.065 0.044 -0.015
C -1.285826 1.609065 -0.617699 -0.044 -0.011 0.018
Te -0.782414 -0.467948 -0.570719 0.009 0.115 0.176
C -1.158336 2.299469 -1.833389 0.084 0.008 -0.099
C -0.597286 1.641873 -3.065799 -0.044 0.067 0.056
C -1.560589 3.627276 -1.920600 -0.012 0.037 0.044
H -2.863169 6.140707 -0.007047 0.002 0.015 -0.003
H -3.467383 5.757496 -1.621724 -0.008 0.056 0.017
H -1.825723 6.361036 -1.423210 -0.010 0.014 0.012
H -2.614197 4.132564 1.227671 -0.005 -0.035 0.012
H -2.372994 2.332382 2.564913 -0.018 0.006 -0.041
H -0.992847 1.302375 2.207759 0.040 -0.104 0.058
H -2.616972 0.763120 1.774409 0.081 -0.050 0.007
H 0.370128 1.186089 -2.850735 -0.012 -0.044 -0.059
H -0.480482 2.370971 -3.868096 -0.004 -0.007 -0.008
H -1.259227 0.845629 -3.412402 0.064 -0.036 -0.017
H -1.448900 4.148039 -2.866913 -0.019 -0.022 -0.012

***

4.
87
Properties=species:S:1:pos:R:3:forces:R:3 method="wB97M-V/def2-TZVPD" e_above_lowest_kcal_mol=0.00 total_energy_ev=-100564.8466 s_squared=2.0118 multiplicity=3 homo_ev="-7.1 / -8.2" lumo_ev="-0.163 / -2.286" gap_ha="0.2535 / 0.2188"
Ti -0.209928 -1.422694 -1.105527 0.240 -2.795 3.077
C -1.584992 2.683422 3.237217 -0.500 -0.357 -0.431
C -2.012947 2.000880 2.163729 -0.327 0.199 1.206
C -1.315531 1.743861 0.871086 -0.159 -0.551 -0.911
C -0.262632 0.624813 0.986171 -0.643 0.108 0.571
C 1.024884 1.078392 1.642753 0.584 -0.508 -1.134
C 1.437463 2.326169 1.875102 0.395 0.180 0.487
C 0.608880 3.552612 2.181128 0.077 0.538 0.036
C -0.269649 3.348182 3.440373 0.524 0.628 -0.098
C 1.431727 -2.145353 0.141465 -0.403 -0.144 0.134
H -2.256589 2.785370 4.096652 0.092 -0.319 -0.259
H -2.970690 1.459742 2.246544 0.401 0.516 0.078
H -0.877359 2.618517 0.380330 -0.129 -0.209 0.253
H -2.111053 1.400502 0.192586 0.317 -0.104 0.119
H -0.711724 -0.180560 1.589140 0.167 -0.006 -0.383
H -0.071983 0.216888 -0.059266 0.292 1.248 1.234
H 1.759517 0.270655 1.759561 -0.132 0.466 -0.286
H 2.517711 2.516761 2.026858 -0.647 -0.571 0.295
H 0.003980 3.904827 1.334815 0.195 0.044 0.395
H 1.305817 4.370878 2.429925 -0.218 -0.295 -0.251
H 0.319446 2.773867 4.177047 -0.157 0.087 -0.171
H -0.419763 4.333072 3.921061 -0.096 -0.308 -0.230
H 1.902305 -1.408595 0.796546 0.247 -0.271 -0.047
H 2.172437 -2.844014 -0.291811 -0.244 0.384 0.416
H 0.703431 -2.750204 0.735385 0.575 0.223 -0.089
P 1.540198 -1.163001 -2.729015 2.781 0.037 -4.019
P -1.786282 -0.392400 -2.597182 -1.849 1.296 -2.127
N 2.924365 -0.074855 -2.854591 0.209 0.287 0.677
N 2.343920 -2.477030 -3.679437 -0.425 -0.272 0.543
N -1.966224 1.231412 -3.250183 0.060 0.319 -0.123
N -3.421153 -0.929827 -2.948650 -0.496 -0.717 0.090
C 0.531134 -0.510280 -4.122441 0.127 0.176 -0.432
C -0.868838 -1.136851 -4.024322 -0.254 -0.045 -0.242
C 3.956662 0.011326 -1.909991 0.254 0.735 -0.698
C 4.978629 0.802521 -2.427647 -0.976 -0.650 -0.014
C 4.580640 1.198017 -3.748304 -0.834 -0.698 0.133
C 3.339532 0.628883 -3.988592 0.352 0.343 0.403
C 2.563657 -3.773141 -3.220052 0.067 -0.215 -0.873
C 2.972914 -4.564931 -4.289221 -0.299 0.713 0.613
C 3.013045 -3.727612 -5.451875 -0.100 0.854 0.806
C 2.675156 -2.447815 -5.039351 -0.292 -0.642 -0.002
C -2.041538 2.410963 -2.501177 0.120 0.279 -0.800
C -2.039110 3.494572 -3.362201 0.089 -0.869 0.117
C -1.972800 2.977147 -4.701508 -0.065 -0.945 0.607
C -1.970363 1.597057 -4.606170 0.213 0.709 0.445
C -4.427420 -0.242855 -3.652725 0.036 -0.908 -0.563
C -5.266043 -1.170737 -4.252833 0.904 0.175 0.881
C -4.820125 -2.482770 -3.850007 0.810 1.006 0.483
C -3.708056 -2.304026 -3.043833 -0.559 0.301 -0.659
H 0.958010 -0.737155 -5.110692 -0.197 0.105 0.430
H 0.522609 0.588846 -4.023748 -0.275 -0.301 0.037
H -1.440682 -0.970008 -4.948299 0.142 -0.215 0.281
H -0.825913 -2.231121 -3.855098 0.007 0.449 -0.070
H 3.851911 -0.482991 -0.957836 0.033 0.000 0.015
H 5.913995 1.054717 -1.941403 -0.273 -0.096 -0.006
H 5.142716 1.801042 -4.457290 -0.202 -0.173 0.262
H 2.696903 0.692182 -4.856570 0.211 0.063 0.160
H 2.413362 -3.988878 -2.169811 -0.054 -0.141 -0.253
H 3.233660 -5.615147 -4.246316 -0.110 0.200 0.065
H 3.261492 -4.010808 -6.470114 0.063 0.077 0.325
H 2.635483 -1.525873 -5.609034 0.061 -0.381 0.142
H -2.127919 2.367916 -1.427557 0.117 0.065 -0.226
H -2.068854 4.539601 -3.082948 -0.035 -0.205 0.045
H -1.910859 3.541946 -5.622587 -0.149 -0.090 0.155
H -1.988371 0.850785 -5.386678 0.075 0.197 0.135
H -4.464254 0.834984 -3.664478 0.125 -0.094 -0.099
H -6.094106 -0.942171 -4.908326 -0.017 0.037 0.229
H -5.265853 -3.424332 -4.123109 0.028 -0.028 0.072
H -3.079203 -3.017184 -2.532774 0.053 0.025 -0.019
C 0.333509 0.763495 9.906637 0.016 0.113 0.105
C 0.127784 0.139751 8.557626 -0.070 -0.173 -0.290
C 0.251094 -1.244241 8.379690 -0.169 0.162 -0.359
C 0.079300 -1.822629 7.117776 0.225 -0.247 0.250
C -0.216488 -1.013835 6.024372 0.118 0.150 0.161
C -0.411087 0.352238 6.203057 0.018 0.385 -0.280
C -0.222860 0.932195 7.459588 -0.057 -0.327 -0.074
S -0.300850 -1.731363 4.322583 -1.533 -0.051 1.039
O -0.601428 -3.145762 4.511036 0.551 0.310 -0.125
O -1.280472 -0.909853 3.610376 0.671 -0.096 0.055
O -1.067868 -2.844051 -1.190077 0.082 1.145 -0.959
H -0.515869 0.550143 10.567178 0.144 0.052 -0.097
H 1.237152 0.375250 10.390442 -0.165 0.106 -0.083
H 0.422369 1.849712 9.799289 0.017 -0.196 0.172
H 0.477794 -1.871079 9.244311 -0.045 0.101 -0.305
H 0.164924 -2.903522 7.010831 0.049 0.286 -0.127
H -0.730530 0.973983 5.364683 0.200 -0.221 0.123
H -0.355240 2.011429 7.597704 0.020 -0.444 -0.143

***

5.
9
Properties=species:S:1:pos:R:3:forces:R:3 method="wB97M-V/def2-TZVPD" e_above_lowest_kcal_mol=54.46 total_energy_ev=-18412.7122 multiplicity=1 homo_ev=-8.8 lumo_ev=0.939 gap_ha=0.3576
C -0.683278 -0.655355 0.612953 0.238 3.017 -1.327
C 0.383307 0.946377 -0.046238 -0.471 -2.488 1.937
C 0.249146 -0.436024 -0.564579 -2.576 2.357 1.201
F 1.514142 1.335866 0.584977 0.334 -0.773 -0.019
Cl -0.260562 -0.573386 -2.245932 -0.035 -0.482 -0.267
H -0.421847 -1.240947 1.482497 0.580 0.056 -0.196
H -1.723625 -0.304323 0.621458 0.561 -0.128 -0.430
H -0.144081 1.852039 -0.186427 -1.406 0.082 -0.661
H 1.086798 -0.924248 -0.258710 2.775 -1.641 -0.238

***

6.
10
Properties=species:S:1:pos:R:3:forces:R:3 method="wB97M-V/def2-TZVPD" e_above_lowest_kcal_mol=156.17 total_energy_ev=-6721.5676 multiplicity=1 homo_ev=-15.9 lumo_ev=-7.587 total_charge=+1 gap_ha=0.3055
C 0.221079 2.617245 -0.117452 1.677 4.237 0.978
C -0.197778 1.455477 -0.331819 -2.096 -6.515 -0.241
C -1.495559 -0.276773 -0.149150 -0.841 -2.263 1.640
C -1.198445 0.680095 -1.044519 -0.879 0.451 -1.746
C 1.021276 -0.693727 0.285315 2.819 -1.363 0.134
N -0.181959 0.008869 0.182032 -1.714 3.123 1.033
H -2.184538 -1.167779 0.227031 1.580 2.187 -1.220
H 1.794116 0.104769 0.113148 -0.270 -1.421 0.521
H 1.097223 -1.226003 1.293397 -0.138 1.131 -1.093
H 1.124585 -1.502171 -0.457984 -0.139 0.431 -0.005

***

- Which value of multiplicity does entry 6 give?
  1

***

- The highest multiplicity belongs to which entry?
  C34H42N4O3P2STi

***

- What is the multiplicity in the first record?
  1

***

- Among the records above, which one has the highest multiplicity?
  C34H42N4O3P2STi